1.
# C27H37N5O4Re

A molecular structure, C27H37N5O4Re (ωB97M-V with the def2-TZVPD basis set, OMol25).

Geometry (Å):
Re -0.53008 0.62840 0.04026
C 1.38592 -1.59972 -3.62771
N 1.40066 -2.28093 -2.32420
C 2.12505 -3.54992 -2.26772
C 0.78745 -1.74270 -1.31496
O 0.18104 -0.61272 -1.45282
C 0.78736 -2.42131 0.03517
O 0.07174 -1.64051 0.99380
C -1.08162 -2.25627 1.57274
C -2.33256 -1.72411 0.88766
O -2.17715 -0.68542 0.15649
N -3.49317 -2.28586 1.05685
C -3.72418 -3.42616 1.94317
C -4.68991 -1.79734 0.36621
H 1.67015 -2.30631 -4.40140
H 2.09881 -0.77326 -3.63007
H 0.39559 -1.20931 -3.84696
H 1.58119 -4.32351 -2.81263
H 2.29257 -3.88764 -1.24913
H 3.08769 -3.42593 -2.76243
H 1.82054 -2.49509 0.37341
H 0.36111 -3.42268 -0.04275
H -1.09183 -1.97453 2.62803
H -1.01668 -3.34150 1.50968
H -2.84340 -3.69696 2.51832
H -4.05556 -4.29073 1.36697
H -4.52591 -3.17766 2.63933
H -4.43054 -1.08015 -0.40343
H -5.37565 -1.33730 1.07931
H -5.20825 -2.64215 -0.08612
C -3.13229 1.07496 -2.11439
C -1.86751 1.72389 -2.56742
C -1.76522 2.22816 -3.86710
C -0.60005 2.83119 -4.29140
C 0.45289 2.98843 -3.38628
C 0.31210 2.49237 -2.11352
N -0.82000 1.82712 -1.72715
C 1.26105 2.72028 -1.02341
C 2.29270 3.64091 -1.00766
C 2.92773 3.91476 0.19878
C 2.48923 3.29952 1.36916
C 1.47317 2.36989 1.28183
N 0.91361 2.05641 0.09820
C 0.73013 1.79735 2.40783
C 1.15669 1.81166 3.71074
C 0.26987 1.40992 4.71425
C -1.03161 1.09861 4.36984
C -1.42914 1.08665 3.03419
C -2.86917 0.89092 2.69101
N -0.52560 1.34623 2.05611
H -3.98662 1.54551 -2.59809
H -3.14524 0.02023 -2.40248
H -3.25449 1.15208 -1.03556
H -2.61898 2.14827 -4.52650
H -0.50978 3.20370 -5.30429
H 1.35810 3.50484 -3.67312
H 2.56149 4.18249 -1.90341
H 3.71572 4.65665 0.23924
H 2.89791 3.58572 2.32801
H 2.15574 2.14603 3.95456
H 0.58825 1.38869 5.74939
H -1.76943 0.88891 5.13380
H -3.42324 1.74175 3.09904
H -3.04943 0.87052 1.61824
H -3.28737 0.00296 3.16613
C 4.99638 -0.94784 0.50930
C 3.87292 -0.13021 -0.08280
O 2.63644 -0.22877 0.66266
H 5.84884 -0.96498 -0.16764
H 4.68651 -1.97981 0.69539
H 5.33969 -0.53122 1.45845
H 3.65312 -0.45216 -1.10582
H 4.17007 0.92266 -0.13639
H 2.85440 -0.55596 1.54323

Energy relative to the best compared isomer or geometry (same formula, charge and spin)   2.0892 eV
DFT total energy   -46331.734 eV
Molecular weight   681.83 g mol⁻¹
Charge   +4
F_max   2.13 eV/Å
Gap between HOMO and LUMO (spin up / spin down)   5.563 / 5.884 eV
LUMO level (spin up / spin down)   -14.6 / -14.3 eV
2S+1   2
E_HOMO (spin up / spin down)   -20.193 / -20.169 eV
⟨S²⟩   0.76

***

2.
# H3OPS2

A single H3OPS2 molecule (ωB97M-V with the def2-TZVPD basis set, OMol25).

Geometry (Å):
O -0.20836 -1.25855 0.48584
P -0.31971 -0.03492 -0.52550
S -1.91541 1.03999 -0.24325
S 1.44614 1.05317 -0.19650
H 0.23229 -1.03165 1.31787
H -0.28385 -0.88855 -1.88318
H 1.04890 1.12052 1.04473

Energy relative to the best compared isomer or geometry (same formula, charge and spin)   0.7242 eV
DFT total energy   -33055.995 eV
Molecular weight   114.13 g mol⁻¹
F_max   2.93 eV/Å
Gap between HOMO and LUMO   9.189 eV
LUMO level   0.2 eV
SMILES string   O[P@@H](=S)S
E_HOMO   -8.963 eV

***

3.
# C6H10O

A molecular structure, C6H10O (ωB97M-V with the def2-TZVPD basis set, OMol25).

Geometry (Å):
C 2.22835 -0.26247 -0.10450
C 1.16876 0.82464 0.13791
C -0.03979 0.11661 0.73343
O -1.23540 0.82653 1.17286
C -2.05034 -0.13314 0.47852
C -1.85078 0.13790 -0.96434
C -0.86930 -0.73839 -0.20216
H 1.85847 -1.02506 -0.80104
H 2.48329 -0.77566 0.83126
H 3.15415 0.14296 -0.52271
H 0.91353 1.31203 -0.81132
H 1.57017 1.59208 0.80989
H 0.29642 -0.45999 1.60370
H -2.89300 -0.61247 0.97104
H -2.47240 -0.35575 -1.70581
H -1.60451 1.17752 -1.16088
H -0.65761 -1.76732 -0.46587

Energy relative to the best compared isomer or geometry (same formula, charge and spin)   1.8512 eV
DFT total energy   -8429.389 eV
Molecular weight   98.14 g mol⁻¹
F_max   0.40 eV/Å
Gap between HOMO and LUMO   10.520 eV
LUMO level   1.2 eV
E_HOMO   -9.361 eV

***

4.
# C2H2OS3

A single C2H2OS3 molecule (ωB97M-V with the def2-TZVPD basis set, OMol25).

Geometry (Å):
C -0.71372 0.37421 -0.04517
C 0.67905 -0.38848 0.00227
H -1.28786 -1.77356 0.10339
H 1.53145 1.62081 -0.05791
O 0.68954 -1.62671 0.03657
S -2.04681 -0.67113 -0.03254
S -1.04879 1.98680 0.01824
S 2.19713 0.47807 -0.02485

Energy relative to the best compared isomer or geometry (same formula, charge and spin)   0.2187 eV
DFT total energy   -36658.731 eV
Molecular weight   138.24 g mol⁻¹
F_max   2.56 eV/Å
Gap between HOMO and LUMO   7.755 eV
LUMO level   -1.6 eV
SMILES string   O=C(S)C(=S)S
E_HOMO   -9.308 eV

***

5.
# C33H33N6O4SSe2W

A molecular structure, C33H33N6O4SSe2W (ωB97M-V with the def2-TZVPD basis set, OMol25).

Geometry (Å):
W 0.84901 -0.33272 0.84631
Se 1.90899 -2.00793 2.94233
Se 2.79715 -1.54992 -0.32619
C 1.62174 -2.98367 -0.18102
C 1.74577 -4.26057 -0.69499
C 0.76178 -5.17479 -0.36976
C -0.27775 -4.79581 0.47599
C -0.33034 -3.50035 0.93722
N 0.59351 -2.60289 0.58087
C 3.42688 -0.89972 2.96189
C 4.54904 -1.14182 3.74447
C 5.62433 -0.27718 3.61514
C 5.52585 0.80218 2.74614
C 4.36401 0.96695 2.01064
N 3.34238 0.11371 2.10682
H 2.59084 -4.52003 -1.31690
H 0.81621 -6.18833 -0.74645
H -1.03556 -5.50136 0.78446
H -1.08990 -3.16777 1.62483
H 4.56749 -1.99113 4.41321
H 6.53253 -0.44766 4.18006
H 6.33808 1.50634 2.62947
H 4.24173 1.79285 1.31830
O -0.02396 0.72652 -0.34604
C -2.84820 0.33520 0.08967
C -1.97466 -0.84414 0.49739
O -2.15320 -1.88376 -0.06047
O -1.01199 -0.70203 1.43775
C -2.97242 1.51787 0.79907
C -2.48826 1.63643 2.14307
C -2.64232 2.80603 2.83862
C -3.25392 3.90209 2.23123
C -3.77660 3.80612 0.93008
C -3.66871 2.63753 0.23419
C -3.60002 0.10474 -1.15166
C -3.32052 0.82907 -2.30966
C -4.04347 0.59869 -3.46879
C -5.05773 -0.34791 -3.47762
C -5.34226 -1.07187 -2.32424
C -4.61027 -0.85997 -1.17030
H -0.37655 1.17096 -1.11837
H -2.03359 0.78459 2.62424
H -2.27771 2.87191 3.85536
H -3.33383 4.83718 2.77183
H -4.28233 4.65178 0.48500
H -4.10337 2.56024 -0.75143
H -2.52341 1.56398 -2.31438
H -3.82575 1.17458 -4.35799
H -5.61940 -0.52868 -4.38430
H -6.14035 -1.80201 -2.32157
H -4.82594 -1.42723 -0.27360
C 0.80875 3.24106 2.04104
C 1.78802 2.93584 0.94757
C 2.50981 3.91873 0.33001
C 3.24668 3.31227 -0.71184
C 2.94972 1.97844 -0.69263
C 3.46578 1.02026 -1.71781
N 2.06799 1.70716 0.34856
H 0.57806 4.30689 2.00400
H 1.19882 3.02382 3.03642
H -0.11864 2.68885 1.92065
H 2.47933 4.96426 0.60252
H 3.91238 3.78841 -1.41788
H 3.95826 1.58767 -2.50681
H 2.64878 0.45455 -2.16411
H 4.19683 0.31250 -1.32251
C -1.91609 -2.81453 -3.27095
N -0.63949 -2.35300 -3.78084
C 0.31394 -1.72881 -3.04531
N 1.48969 -1.48116 -3.70560
O 0.15119 -1.36053 -1.88609
H -1.94426 -3.90414 -3.22660
H -2.72467 -2.46495 -3.91326
H -2.06273 -2.41751 -2.27008
H -0.39512 -2.63066 -4.71559
H 1.68413 -1.91068 -4.59293
H 2.28617 -1.24725 -3.13544
S -0.31471 0.96158 5.13271
C 0.28984 0.69495 3.69604
N 0.75854 0.52971 2.62687

Energy relative to the best compared isomer or geometry (same formula, charge and spin)   5.1032 eV
DFT total energy   -195232.819 eV
Molecular weight   951.49 g mol⁻¹
Charge   +1
F_max   4.76 eV/Å
Gap between HOMO and LUMO   3.003 eV
LUMO level   -6.0 eV
E_HOMO   -9.021 eV